A structure of composition C3H2FGaLiO2 at a distorted geometry, computed with the ωB97M-V functional and the def2-TZVPD basis.

The geometry in ORCA input format:
```
! wB97M-V def2-TZVPD RIJCOSX def2/J DEFGRID3
* xyz 3 1
O -0.81825 -1.46613 0.14358
C -0.19339 -0.31995 0.14609
O 0.84613 -0.23072 -0.51363
Li 1.12913 -2.29101 -0.05944
Ga -2.01351 -1.60602 1.66506
C -1.97137 0.67660 -1.16332
C -1.52885 0.69022 0.11507
H -3.02578 0.86939 -1.36827
H -1.27757 1.07494 -1.90570
F -2.39096 0.21317 1.08350
*
```

Calculated values
Relative energy (zero: lowest compared OMol25 entry of this formula, charge and spin), eV: 1.337
Gap between HOMO and LUMO (spin up / spin down), eV: 7.8 / 6.3
DFT total energy, eV: -62495.744
Highest occupied orbital energy (spin up / spin down), hartree: -0.9668 / -0.9455
Molecular weight, g/mol: 165.71
Lowest unoccupied orbital energy (spin up / spin down), eV: -18.54 / -19.43